{
  "formula": "C5H7NO",
  "method": "the ωB97M-V functional and the def2-TZVPD basis",
  "lumo_energy_ev": 0.905,
  "e_homo_ev": -7.87,
  "smiles": "O=C1CCC=CN1",
  "relative_energy_kj_mol": 224.37,
  "spin_multiplicity": 1,
  "orbital_gap_ev": 8.780,
  "symbols": ["O", "C", "C", "C", "C", "C", "N", "H", "H", "H", "H", "H", "H", "H"],
  "positions_angstrom": [[1.34770, 2.18220, 0.72037], [0.76316, 1.23239, 0.23809], [1.36363, -0.12974, -0.02370], [0.31109, -1.16362, 0.42529], [-0.96553, -1.04511, -0.31671], [-1.35874, 0.22254, -0.57218], [-0.57212, 1.29622, -0.12062], [2.31729, -0.19479, 0.50878], [1.61218, -0.18094, -1.11103], [0.69365, -2.05566, 0.90659], [-1.54503, -1.91574, -0.56802], [-0.74351, -0.95193, 1.10931], [-2.26407, 0.47625, -1.10114], [-0.95970, 2.22793, -0.09503]]
}

***

{
  "formula": "C40H53F40O6P2S",
  "method": "the ωB97M-V functional and the def2-TZVPD basis",
  "lumo_energy_ev": 1.388,
  "e_homo_ev": -3.48,
  "spin_multiplicity": 1,
  "orbital_gap_ev": 4.871,
  "charge": -1,
  "symbols": ["C", "C", "C", "P", "C", "C", "C", "C", "C", "C", "C", "C", "C", "S", "C", "C", "P", "C", "O", "H", "H", "H", "H", "H", "H", "H", "H", "H", "H", "H", "H", "H", "H", "H", "H", "H", "H", "H", "H", "H", "H", "H", "H", "H", "H", "H", "H", "H", "H", "H", "H", "H", "C", "C", "C", "F", "F", "F", "F", "O", "C", "C", "F", "F", "F", "F", "H", "H", "H", "H", "C", "C", "C", "F", "F", "F", "F", "O", "C", "C", "F", "F", "F", "F", "H", "H", "H", "H", "C", "C", "C", "F", "F", "F", "F", "O", "C", "C", "F", "F", "F", "F", "H", "H", "H", "H", "C", "C", "C", "F", "F", "F", "F", "O", "C", "C", "F", "F", "F", "F", "H", "H", "H", "H", "C", "C", "C", "F", "F", "F", "F", "O", "C", "C", "F", "F", "F", "F", "H", "H", "H", "H"],
  "positions_angstrom": [[4.09965, -1.56767, 3.38905], [3.67576, -0.55966, 2.88407], [3.17288, 0.67616, 2.30206], [2.78507, 2.16057, 3.55638], [4.41111, 1.89072, 4.51175], [4.77179, 3.05141, 5.44002], [3.90380, 3.09458, 6.71478], [3.17858, 4.41650, 6.96766], [2.59406, 4.53792, 8.37623], [1.29283, 3.74654, 8.57909], [1.48530, 2.35930, 9.19542], [0.16030, 1.64531, 9.46403], [1.74380, 0.96724, 4.68218], [0.29218, 0.25737, 3.88127], [-1.02132, 1.40884, 4.30303], [-1.67580, 1.12838, 5.65535], [3.65475, 3.69011, 2.04073], [2.88391, 5.21540, 2.70976], [5.27730, 4.01910, 2.41361], [4.49503, -2.45264, 3.82101], [3.89371, 1.04676, 1.56535], [2.25006, 0.47627, 1.75054], [2.43376, 3.28639, 4.45004], [1.55473, 2.43772, 2.76948], [4.34680, 0.98916, 5.13572], [5.22742, 1.69790, 3.80704], [5.81805, 2.92095, 5.74415], [4.71913, 4.00588, 4.90928], [4.54725, 2.92043, 7.58884], [3.17699, 2.27574, 6.67902], [3.85356, 5.25355, 6.75769], [2.34950, 4.50638, 6.25429], [2.42310, 5.59525, 8.60235], [3.33424, 4.17571, 9.10258], [0.77482, 3.63629, 7.61885], [0.61775, 4.30825, 9.23742], [2.05018, 2.45147, 10.12965], [2.08304, 1.74114, 8.51616], [0.31537, 0.67221, 9.93851], [-0.38729, 1.47410, 8.53333], [-0.47462, 2.23732, 10.13128], [2.29964, 0.11567, 5.07677], [1.36876, 1.57668, 5.51437], [-0.60974, 2.42258, 4.29660], [-1.76221, 1.37060, 3.49971], [-2.07131, 0.10904, 5.68323], [-2.51115, 1.81413, 5.83288], [-0.94751, 1.22917, 6.46279], [1.81731, 5.12822, 2.47961], [2.98430, 5.28559, 3.79771], [3.29047, 6.10285, 2.22260], [5.78602, 3.82856, 1.62260], [-2.24518, -0.54593, -1.60758], [-1.27149, -0.51770, -2.79071], [-0.91274, -1.85006, -3.45232], [-0.31840, -2.68436, -2.57851], [-0.04717, -1.59982, -4.46393], [-0.14323, 0.15680, -2.48178], [-1.91758, 0.18892, -3.77182], [-1.71140, -0.51447, -0.30910], [-1.33328, -1.63986, 0.36825], [0.16430, -1.63025, 0.69641], [0.88646, -1.47286, -0.43423], [0.48957, -2.82291, 1.24451], [-1.70809, -2.76462, -0.27522], [-1.98554, -1.62723, 1.55498], [-2.78953, 0.39430, -1.69176], [-2.96777, -1.35407, -1.73749], [-1.80459, -2.32409, -3.86142], [0.38098, -0.82363, 1.39897], [0.24616, -2.62980, 6.09138], [1.17451, -3.84482, 6.08553], [0.71034, -5.10104, 6.82883], [0.51411, -4.84996, 8.14124], [1.66564, -6.05427, 6.72333], [2.41270, -3.50772, 6.49666], [1.25315, -4.24458, 4.78113], [0.49753, -1.61796, 7.04634], [-0.00475, -1.63283, 8.30053], [1.09706, -1.68830, 9.37201], [1.90173, -2.75116, 9.18375], [0.51180, -1.80862, 10.58943], [-0.91943, -2.60509, 8.49280], [-0.63929, -0.44760, 8.51114], [0.42296, -2.13027, 5.13837], [-0.80201, -2.93429, 6.09705], [-0.21547, -5.47982, 6.38887], [1.68404, -0.76873, 9.33877], [-6.18348, -5.56520, -6.85691], [-5.15415, -6.67826, -6.63558], [-4.72813, -6.98663, -5.19509], [-4.17618, -5.90434, -4.61426], [-3.81081, -7.97650, -5.22387], [-4.07204, -6.48183, -7.40995], [-5.77284, -7.82688, -7.05690], [-5.69671, -4.28822, -7.20941], [-5.34412, -3.35263, -6.28222], [-3.85810, -2.97376, -6.37134], [-3.07834, -4.06445, -6.26908], [-3.56709, -2.14681, -5.33564], [-5.68758, -3.71562, -5.03364], [-6.02835, -2.22098, -6.57703], [-6.73966, -5.88915, -7.73527], [-6.88593, -5.51692, -6.02374], [-5.58919, -7.31526, -4.60750], [-3.65814, -2.45928, -7.30968], [-1.01053, -3.65344, -11.97070], [-0.85886, -2.65721, -13.12420], [-0.16773, -1.31989, -12.83349], [-0.83806, -0.63156, -11.88998], [-0.15584, -0.59066, -13.97055], [-2.04649, -2.44296, -13.72243], [-0.03694, -3.27624, -14.02801], [-2.24682, -3.67047, -11.28708], [-2.50048, -2.86737, -10.21978], [-3.68355, -1.91466, -10.46433], [-3.48599, -1.16892, -11.56357], [-3.79024, -1.09346, -9.39245], [-1.41240, -2.20646, -9.79843], [-2.90419, -3.66758, -9.19657], [-0.95909, -4.62923, -12.45087], [-0.16749, -3.58222, -11.28238], [0.86110, -1.48555, -12.50471], [-4.60339, -2.49261, -10.57066], [-0.71502, 4.66244, -3.75040], [-0.36749, 3.69457, -4.88626], [0.68741, 2.62385, -4.60115], [1.86379, 3.18941, -4.26530], [0.87232, 1.89515, -5.72783], [-0.05959, 4.37649, -6.00962], [-1.51752, 2.99229, -5.12983], [-0.08644, 5.92674, -3.75836], [1.11885, 6.15410, -3.16043], [2.18851, 6.60405, -4.17141], [2.31098, 5.71254, -5.17345], [3.37403, 6.70363, -3.53398], [1.53467, 5.11793, -2.42761], [0.95321, 7.21279, -2.32501], [-1.76806, 4.89115, -3.90839], [-0.62624, 4.16824, -2.78161], [0.35208, 1.96209, -3.80165], [1.91308, 7.57700, -4.58278]]
}

***

{
  "formula": "C49H51N2OSi",
  "method": "the ωB97M-V functional and the def2-TZVPD basis",
  "lumo_energy_ev": -5.897,
  "e_homo_ev": -8.46,
  "relative_energy_kj_mol": 213.43,
  "spin_multiplicity": 1,
  "orbital_gap_ev": 2.563,
  "charge": 1,
  "symbols": ["C", "Si", "C", "C", "O", "C", "C", "C", "C", "C", "C", "C", "C", "C", "C", "C", "C", "C", "C", "C", "C", "C", "N", "C", "C", "C", "C", "C", "C", "C", "C", "H", "H", "H", "H", "H", "H", "H", "H", "H", "H", "H", "H", "H", "H", "H", "H", "H", "H", "H", "H", "H", "H", "H", "H", "H", "H", "H", "H", "H", "H", "H", "H", "H", "C", "N", "C", "C", "C", "C", "C", "C", "C", "C", "C", "C", "C", "C", "C", "C", "C", "C", "C", "C", "C", "C", "H", "H", "H", "H", "H", "H", "H", "H", "H", "H", "H", "H", "H", "H", "H", "H", "H", "H"],
  "positions_angstrom": [[-2.39783, 3.85274, -1.23468], [-0.92618, 4.79159, -1.85521], [-0.53509, 4.37140, -3.62055], [-1.07328, 6.62578, -1.60495], [0.34477, 4.34528, -0.85257], [1.45248, 3.47577, -1.02904], [0.95135, 2.14991, -1.62175], [1.33868, 1.72076, -2.89022], [0.86835, 0.49551, -3.36987], [-0.02057, -0.25987, -2.61031], [-0.46646, 0.20783, -1.37004], [-0.00774, 1.43868, -0.88739], [2.56821, 4.21366, -1.82479], [2.49250, 5.60277, -1.95057], [3.35991, 6.28373, -2.80736], [4.38917, 5.59128, -3.44338], [4.57536, 4.23293, -3.17534], [3.66612, 3.53491, -2.36828], [1.99858, 3.25449, 0.41959], [2.55857, 4.53913, 1.07903], [3.96010, 4.20904, 1.58411], [4.35208, 2.87417, 0.93471], [3.10059, 2.31237, 0.44286], [2.86963, 0.98412, 0.37154], [3.83602, 0.02722, 0.54397], [3.69928, -1.35214, 0.89449], [4.86639, -2.13474, 1.04445], [4.80439, -3.46455, 1.41709], [3.56407, -4.07772, 1.65964], [2.40000, -3.30685, 1.54854], [2.44504, -1.96333, 1.16400], [-3.26578, 4.10022, -1.86005], [-2.23837, 2.76791, -1.27056], [-2.61799, 4.13345, -0.19649], [-1.23036, 4.93231, -4.26102], [0.48890, 4.64618, -3.90319], [-0.67282, 3.30179, -3.81919], [-1.95438, 7.00972, -2.13557], [-1.17755, 6.86423, -0.53857], [-0.19129, 7.15222, -1.99031], [1.98894, 2.34124, -3.50847], [1.22019, 0.15977, -4.34504], [-0.38880, -1.20925, -2.99649], [-1.16023, -0.37705, -0.76315], [-0.34139, 1.82337, 0.08513], [1.73194, 6.15441, -1.39214], [3.20652, 7.35300, -2.94658], [5.05762, 6.11820, -4.12308], [5.42032, 3.69505, -3.60211], [3.77979, 2.45766, -2.20485], [1.17306, 2.85952, 1.04847], [2.59902, 5.38346, 0.38754], [1.87645, 4.80380, 1.88869], [4.67219, 4.99444, 1.32775], [3.96405, 4.09076, 2.67389], [5.04487, 3.07768, 0.09848], [4.86348, 2.18506, 1.62324], [1.83190, 0.68743, 0.17461], [4.85809, 0.41529, 0.44693], [5.83088, -1.64652, 0.87372], [5.72323, -4.04551, 1.53097], [3.51889, -5.13390, 1.93218], [1.43387, -3.76056, 1.77280], [1.53775, -1.36827, 1.09552], [1.21813, -6.42500, 3.46962], [0.09776, -6.65523, 2.57496], [-0.45439, -7.99405, 2.69607], [-0.72987, -5.58029, 2.16602], [-0.55913, -4.99483, 0.88299], [-1.34654, -3.93151, 0.47117], [-2.34946, -3.39475, 1.32198], [-3.32359, -2.45441, 0.84907], [-4.21799, -1.68365, 1.71811], [-5.39242, -1.34799, 0.95740], [-6.53334, -0.82117, 1.55208], [-6.48097, -0.47193, 2.90966], [-5.33138, -0.75305, 3.66495], [-4.21192, -1.38304, 3.08638], [-5.24596, -1.89472, -0.37846], [-3.97680, -2.58337, -0.45435], [-3.74209, -3.40127, -1.56612], [-4.67860, -3.43084, -2.61476], [-5.90241, -2.74479, -2.52156], [-6.21532, -2.02405, -1.35942], [-2.50390, -3.98466, 2.60558], [-1.72194, -5.05368, 3.01713], [1.62476, -5.42091, 3.31859], [0.93645, -6.54417, 4.52611], [2.00263, -7.15649, 3.24532], [-1.25219, -8.13086, 1.96087], [0.33871, -8.72393, 2.50140], [-0.85589, -8.18639, 3.70108], [0.20353, -5.42665, 0.22722], [-1.22834, -3.54438, -0.54023], [-7.42838, -0.67937, 0.94807], [-7.33307, 0.03232, 3.37105], [-5.32045, -0.51091, 4.73140], [-3.36008, -1.66488, 3.70028], [-2.86825, -4.04703, -1.60017], [-4.46936, -4.02947, -3.50488], [-6.61157, -2.76842, -3.35152], [-7.18422, -1.54470, -1.21268], [-3.33726, -3.68150, 3.23654], [-1.87240, -5.50696, 4.00224]]
}

***

Question: Number 2 is which compound?
Answer: C40H53F40O6P2S